1.
{"formula": "C4H7Cl2P", "method": "ωB97M-V with the def2-TZVPD basis set", "largest_force_ha_per_bohr": 0.066, "energy_ev": -38594.145, "homo_lumo_gap_ha": 0.3786, "lumo_energy_ev": 0.74, "smiles": "Cl[C@@H]1CCP[C@H]1Cl", "species": ["C", "C", "C", "C", "P", "Cl", "Cl", "H", "H", "H", "H", "H", "H", "H"], "positions_angstrom": [[-1.053, 0.463, 0.258], [-0.364, -0.383, 1.346], [0.021, 0.869, -0.672], [0.760, -0.362, -1.106], [0.731, -1.477, 0.419], [1.335, 1.841, 0.189], [-0.481, -1.351, -2.134], [-1.695, -0.311, -0.339], [-1.655, 1.393, 0.584], [0.188, 0.355, 1.905], [-1.044, -1.066, 1.977], [-0.438, 1.318, -1.535], [1.738, -0.469, -1.610], [1.959, -0.817, 0.717]], "forces_ev_per_a": [[-2.353, -0.960, 0.331], [-1.734, -0.027, 0.907], [1.387, 0.230, -0.820], [-1.293, -3.139, 0.134], [2.120, -0.067, -0.489], [-0.827, 0.338, -0.720], [0.631, 0.579, -0.692], [0.603, 2.002, 0.964], [0.788, -1.726, -0.247], [0.211, -0.346, 0.902], [0.835, 1.540, -0.829], [0.405, 1.133, -0.270], [-0.804, 0.932, 0.117], [0.030, -0.488, 0.711]]}



2.
{"formula": "C5H8O3Rb", "method": "ωB97M-V with the def2-TZVPD basis set", "largest_force_ha_per_bohr": 0.071, "energy_ev": -12101.678, "homo_lumo_gap_ha": 0.2825, "charge": 1, "lumo_energy_ev": -4.08, "species": ["O", "O", "O", "C", "C", "C", "C", "H", "H", "H", "H", "H", "Rb", "C", "H", "H", "H"], "positions_angstrom": [[2.037, 1.040, 0.060], [0.290, -0.114, 0.671], [2.031, -1.224, -0.232], [3.289, 1.224, -0.284], [-0.636, -1.367, 0.659], [-1.548, -1.388, -0.326], [1.463, -0.230, 0.121], [3.734, 0.218, -0.472], [-0.749, -1.810, 1.649], [-1.247, -0.978, -1.299], [-2.286, -2.190, -0.343], [-1.900, 1.056, -0.205], [1.625, -4.272, -0.407], [-1.526, 2.200, 0.067], [-2.469, 2.543, 0.506], [-1.317, 2.645, -0.916], [-0.790, 2.645, 0.752]], "forces_ev_per_a": [[-0.568, 0.166, 0.122], [-1.549, -2.409, -0.116], [-0.141, -0.645, -0.290], [0.507, 0.092, -0.127], [-0.300, 2.907, -0.223], [2.288, -1.534, -0.271], [0.373, -0.400, 0.434], [-0.151, 0.030, 0.024], [0.399, 0.264, -0.242], [-0.704, 0.524, 0.528], [-0.059, 0.396, 0.221], [2.103, 2.614, 1.396], [0.088, 0.320, -0.015], [-2.098, -1.342, -1.121], [-0.055, 0.545, -0.601], [-0.486, 0.122, 0.293], [0.354, -1.650, -0.011]]}